21
Properties=species:S:1:pos:R:3:forces:R:3:lowdin_charge:R:1 method="wB97M-V/def2-TZVPD" orbital_gap_ha=0.38121 energy_ha=-366.41957 lumo_energy_ha=0.0318 smiles="CC(=O)NCC(C)C" charge=0
C 0.8456 2.6807 1.0161 -0.39 0.65 -0.43 -0.002
C 0.1246 1.3810 1.2545 0.07 -0.39 -0.99 -0.541
O -0.9162 1.2833 1.8729 0.14 0.25 0.45 0.046
N 0.6563 0.3218 0.5728 -0.27 -0.72 -0.26 0.053
C -0.1202 -0.8983 0.3486 0.35 0.34 -0.32 -0.157
C -0.4983 -1.1001 -1.1275 0.41 1.04 0.14 -0.409
C -1.0491 -2.4920 -1.3700 -0.38 0.20 -1.03 -0.084
C 0.6917 -0.8162 -2.0590 0.51 -0.64 -0.47 -0.086
H 1.3273 3.1046 1.8940 0.04 -0.17 0.01 0.084
H 0.0664 3.3681 0.6954 -0.21 0.24 0.33 0.084
H 1.5017 2.6763 0.1442 0.39 -0.37 0.35 0.073
H 1.3740 0.4567 -0.1170 0.19 0.47 0.26 0.103
H 0.4673 -1.7695 0.6461 -0.08 -0.02 0.32 0.125
H -1.0007 -0.7623 0.9584 -0.25 -0.44 0.24 0.114
H -1.1985 -0.3091 -1.4040 -0.55 -0.29 0.24 0.134
H -0.2287 -3.2084 -1.3982 -0.08 -0.20 0.26 0.082
H -1.4985 -2.4925 -2.3701 0.17 -0.14 -0.01 0.080
H -1.8611 -2.8235 -0.7268 0.24 0.11 0.47 0.079
H 0.7429 0.1780 -2.5035 -0.31 0.05 0.14 0.078
H 0.7327 -1.5352 -2.8769 -0.36 0.08 -0.27 0.074
H 1.6601 -0.9849 -1.6081 0.37 -0.05 0.58 0.069

14
Properties=species:S:1:pos:R:3:forces:R:3:lowdin_charge:R:1 method="wB97M-V/def2-TZVPD" orbital_gap_ha="0.33853 / 0.34903" energy_ha=-830.85966 lumo_energy_ha="-0.0324 / -0.0290" charge=0
C -0.1751 -0.6241 -0.1873 -1.01 -0.25 -2.07 -0.097
C 0.5477 0.7470 0.0886 1.19 -1.19 -2.60 -0.251
N 1.6923 0.6629 0.9868 1.27 0.86 0.23 0.008
N 3.1309 1.5262 -0.1881 -1.42 0.96 1.61 0.004
O 4.4472 -1.5933 -0.1801 0.51 -0.51 -0.07 -0.178
O 2.3340 -0.6232 0.9621 -0.20 0.85 -0.80 -0.177
O 4.2020 1.0154 0.5557 0.23 -0.13 0.37 -0.107
O 3.0612 0.5327 -1.1190 -0.03 -0.74 -1.33 -0.143
P 3.6489 -0.4290 0.0550 -0.01 -0.95 0.42 0.461
H -1.0238 -0.5202 -1.0173 1.51 0.21 2.14 0.113
H 0.3889 -1.4794 -0.6226 0.41 1.02 0.28 0.063
H -0.5682 -1.0587 0.7429 -0.22 0.52 -0.25 0.067
H 0.9953 1.3225 -0.8718 -1.80 -1.48 1.80 0.147
H -0.1532 1.3558 0.6081 -0.43 0.82 0.26 0.091

28
Properties=species:S:1:pos:R:3:forces:R:3:lowdin_charge:R:1 method="wB97M-V/def2-TZVPD" orbital_gap_ha=0.32233 energy_ha=-577.41554 lumo_energy_ha=0.0075 smiles="C=CC(=C)C.O.O.O.O.O" charge=0
C -0.3320 0.4191 -0.5827 -0.46 -2.03 0.25 0.003
C -0.5808 0.6847 0.6942 0.12 0.79 0.55 -0.161
C -1.7641 0.1627 1.4512 1.15 0.60 -1.02 -0.351
C -1.6330 0.1615 2.7799 0.44 -0.84 0.31 0.036
C -2.9595 -0.1422 0.5985 -1.18 -0.16 1.07 -0.069
H -0.8867 -0.4336 -0.9525 -0.68 0.41 -0.46 0.050
H 0.4766 0.6250 -1.2560 0.33 0.77 0.52 0.033
H 0.0946 1.2555 1.3316 0.02 0.33 -0.31 0.080
H -2.0949 -0.5092 3.4967 -0.99 0.50 -0.20 0.062
H -0.7751 0.6621 3.2099 0.30 -0.08 -0.11 0.044
H -3.0538 -1.1305 0.1614 0.44 -0.17 -0.18 0.078
H -3.0927 0.6189 -0.1671 0.36 -0.09 -0.18 0.082
H -3.8429 -0.0297 1.2306 -0.08 -0.18 0.06 0.075
O 1.4075 -2.4705 -0.0075 0.00 0.00 -0.23 -0.049
H 1.3706 -3.3978 0.2415 0.03 0.02 0.12 0.035
H 1.5403 -1.9734 0.8036 -0.10 -0.01 0.06 0.027
O -1.3438 -0.2373 -3.3150 0.13 0.20 -0.02 -0.053
H -2.2596 -0.4562 -3.1274 -0.02 -0.17 -0.15 0.036
H -1.0044 -0.8898 -3.9326 -0.17 -0.05 -0.06 0.039
O 1.9133 2.3364 -0.7247 0.29 0.29 0.51 -0.067
H 2.4099 2.1160 0.0783 0.13 -0.18 -0.14 0.007
H 1.2197 2.8972 -0.3599 -0.14 0.02 -0.31 0.040
O 2.2811 -0.8789 -2.9351 0.80 0.36 -0.94 -0.051
H 2.0533 -0.4129 -2.1313 -0.44 -0.46 0.23 0.002
H 1.7981 -1.6939 -3.0669 -0.30 0.08 0.72 0.026
O 3.0376 1.2328 1.9751 0.00 0.33 -0.23 -0.041
H 2.3786 0.9905 2.6300 0.05 -0.18 0.04 0.037
H 3.6422 0.4933 1.8761 -0.05 -0.11 0.11 0.049

97
Properties=species:S:1:pos:R:3:forces:R:3:lowdin_charge:R:1 method="wB97M-V/def2-TZVPD" orbital_gap_ha=0.25720 energy_ha=-4559.80850 lumo_energy_ha=-0.1286 charge=+1
Ta 1.1557 -0.2086 0.4491 2.20 0.08 0.81 1.196
S -0.3202 -2.1699 0.2907 -0.22 0.28 0.03 0.766
C -0.1403 -3.0055 -1.2403 -0.11 0.22 -0.03 -0.589
C -1.0772 -3.9743 -1.5991 0.00 0.01 0.00 -0.090
C -0.8913 -4.7319 -2.7415 0.03 0.01 -0.03 -0.054
C 0.2301 -4.5390 -3.5420 -0.05 0.00 0.03 -0.061
C 1.1721 -3.5909 -3.1837 0.00 0.04 0.04 -0.084
C 0.9774 -2.8251 -2.0388 0.10 -0.31 -0.10 -0.506
S 2.1903 -1.6122 -1.5759 -0.51 -0.17 0.13 0.942
C 2.0044 -0.6230 -3.0632 0.08 0.06 -0.16 -0.348
C 2.3512 0.7962 -2.7930 0.09 -0.02 -0.02 -0.333
C 2.5563 1.6302 -3.8790 0.06 0.01 0.06 -0.002
C 2.7482 2.9790 -3.6599 0.01 0.04 0.03 -0.022
C 2.7401 3.4306 -2.3546 0.09 -0.05 -0.10 -0.006
C 2.5784 2.5255 -1.3164 0.05 -0.03 0.01 -0.329
C 2.6651 3.0199 0.0758 0.17 -0.04 0.14 -0.471
S 1.8118 2.0209 1.2895 -0.69 0.02 -0.08 0.707
C 1.4149 0.7046 3.7829 -0.21 0.05 -0.11 -0.309
C 1.5905 1.9581 4.3113 0.00 -0.06 0.17 -0.037
C 2.5336 1.9873 5.3420 -0.05 -0.04 0.02 -0.054
C 3.2072 0.8450 5.7800 0.00 0.03 -0.03 -0.065
C 2.9561 -0.4138 5.2341 -0.07 -0.04 0.07 0.006
C 2.0220 -0.4337 4.2223 0.17 0.01 -0.22 -0.128
S 3.2188 -1.0694 1.4593 0.07 -0.08 -0.28 0.748
N 2.3762 1.2125 -1.5170 -0.26 0.07 -0.03 0.055
H -1.9372 -4.1338 -0.9616 0.01 0.03 -0.02 0.099
H -1.6201 -5.4864 -3.0053 -0.01 0.00 -0.02 0.114
H 0.3775 -5.1350 -4.4318 0.00 -0.01 0.00 0.112
H 2.0590 -3.4513 -3.7887 0.02 -0.03 0.01 0.113
H 0.9688 -0.6829 -3.3955 -0.03 0.01 0.06 0.106
H 2.6526 -1.0392 -3.8343 -0.03 0.01 -0.01 0.103
H 2.5280 1.2194 -4.8783 0.01 -0.03 -0.01 0.131
H 2.8967 3.6625 -4.4850 -0.04 0.01 -0.01 0.124
H 2.8689 4.4787 -2.1240 0.03 0.01 0.02 0.129
H 2.3085 4.0483 0.1263 -0.05 -0.02 0.04 0.087
H 3.7179 3.0301 0.3759 0.02 0.13 -0.10 0.057
H 1.0743 2.8402 3.9715 -0.04 0.03 0.00 0.108
H 2.7387 2.9314 5.8282 0.03 0.02 -0.01 0.111
H 3.9313 0.9410 6.5776 -0.01 0.00 0.01 0.108
H 3.4599 -1.2978 5.5990 0.00 -0.02 0.00 0.122
S 6.4835 1.9355 0.7572 0.05 0.05 0.03 1.079
C 6.3324 1.0712 -0.7110 -0.03 0.00 -0.01 -0.359
C 5.3555 0.1398 -0.6005 -0.01 -0.06 0.03 -0.223
N 4.7401 0.1202 0.6246 -0.01 -0.01 -0.03 -0.297
C 5.2324 1.0142 1.4359 -0.01 -0.01 -0.03 -0.487
H 6.9648 1.2773 -1.5569 0.02 0.00 -0.02 0.078
H 5.0504 -0.5658 -1.3565 0.01 -0.03 -0.02 0.105
H 4.8597 1.1542 2.4403 -0.01 0.00 0.04 0.092
C -4.6250 -3.3477 -1.5111 -0.02 0.01 0.02 -0.046
C -4.3698 -2.5813 -0.2420 -0.01 0.04 -0.02 -0.260
C -3.4914 -1.5031 -0.2247 -0.05 -0.05 -0.03 -0.078
C -3.2509 -0.7938 0.9403 -0.23 0.11 0.10 -0.094
C -3.8833 -1.1801 2.1134 0.10 -0.10 -0.19 -0.284
C -4.7612 -2.2575 2.1228 0.06 0.02 -0.04 -0.032
C -5.0084 -2.9397 0.9434 0.00 -0.02 0.04 -0.018
S -3.4954 -0.3549 3.6230 -0.32 0.04 0.23 0.631
O -4.2966 -0.9713 4.6361 0.03 0.00 -0.06 -0.279
O -3.5230 1.0641 3.4072 0.01 -0.01 0.03 -0.285
N -1.9210 -0.6980 3.9248 0.33 0.14 -0.16 -0.117
C -1.3494 -1.9971 3.5727 -0.18 -0.13 0.19 -0.210
C 0.0981 -2.0866 4.0324 -0.10 -0.06 0.15 -0.054
C 1.1518 -1.2727 3.3019 0.24 -0.19 0.23 -0.487
O 1.6451 -1.8910 2.2171 0.23 0.19 -0.18 -0.522
O 0.5925 0.1076 2.7697 -0.18 -0.09 -0.11 -0.210
H -4.0898 -2.9103 -2.3531 0.01 0.00 -0.01 0.077
H -5.6881 -3.3595 -1.7521 -0.02 0.01 0.00 0.088
H -4.3091 -4.3878 -1.4082 -0.01 -0.02 -0.01 0.080
H -2.9652 -1.2364 -1.1340 -0.01 -0.11 0.11 0.089
H -2.5919 0.0684 0.9395 0.06 -0.07 0.02 0.102
H -5.2377 -2.5432 3.0494 -0.02 -0.01 0.02 0.116
H -5.7031 -3.7706 0.9441 -0.01 -0.02 0.01 0.122
H -1.3526 0.0877 3.6349 -0.05 -0.02 -0.12 0.089
H -1.4634 -2.2197 2.5090 0.07 -0.01 0.11 0.044
H -1.8871 -2.7673 4.1288 -0.12 0.04 -0.07 0.135
H 0.4282 -3.1238 3.9452 0.01 0.02 0.02 0.144
H 0.1302 -1.8119 5.0876 -0.02 -0.04 -0.01 0.140
C -3.1175 2.6154 -0.6563 -0.01 0.01 0.03 0.008
C -1.7347 2.5388 -1.2739 0.02 -0.07 0.00 -0.427
C -1.1304 3.9321 -1.3613 0.01 -0.01 0.02 0.002
O -0.8708 1.7927 -0.3571 -0.27 -0.14 -0.28 0.023
B -0.1938 0.8300 -1.0602 -0.53 0.01 -0.21 -0.763
O -0.5778 0.7475 -2.3699 0.10 0.09 0.00 0.071
C -1.6502 1.7097 -2.6153 -0.01 0.10 0.00 -0.426
C -1.2598 2.5328 -3.8316 0.00 -0.05 -0.02 -0.001
C -2.8990 0.9074 -2.9334 -0.03 -0.03 0.01 0.000
H -3.0491 3.1198 0.3072 0.00 0.01 0.00 0.105
H -3.5483 1.6314 -0.4856 -0.01 0.02 -0.01 0.074
H -3.7935 3.1866 -1.2943 -0.01 0.00 -0.01 0.104
H -1.1197 4.3693 -0.3634 -0.01 0.00 0.01 0.102
H -1.7153 4.5791 -2.0147 0.00 0.01 -0.01 0.099
H -0.1047 3.8984 -1.7284 0.03 0.00 -0.02 0.076
H -0.2853 3.0005 -3.7078 0.02 0.02 0.02 0.074
H -1.9994 3.3102 -4.0247 -0.01 0.00 -0.01 0.101
H -1.2202 1.8838 -4.7072 0.01 -0.01 0.00 0.097
H -3.2186 0.2967 -2.0922 0.00 0.16 -0.13 0.056
H -2.6865 0.2468 -3.7743 0.00 0.00 -0.02 0.102
H -3.7229 1.5640 -3.2136 -0.01 0.01 0.01 0.105

15
Properties=species:S:1:pos:R:3:forces:R:3:lowdin_charge:R:1 method="wB97M-V/def2-TZVPD" orbital_gap_ha="0.24536 / 0.33309" energy_ha=-684.93567 lumo_energy_ha="-0.2279 / -0.1512" charge=+1
C 0.3450 1.1555 -0.1080 1.80 0.54 -1.23 -0.453
C -0.1057 1.0381 1.3415 0.64 -0.01 1.38 0.055
C -0.7454 0.2844 -0.5200 -0.31 0.03 -1.36 -0.598
C 1.5596 -1.6382 -0.5020 -1.64 -0.38 0.04 0.182
N -1.2709 0.1235 0.8343 1.80 2.93 -0.65 0.101
O 1.3001 1.6994 -0.6343 -1.94 -0.78 0.83 0.129
S -1.7975 -0.0103 -1.8336 2.01 1.08 -1.79 0.914
H 0.6752 0.3716 1.9263 -1.87 1.87 -0.52 0.187
H -0.5386 2.0534 1.7260 1.04 -2.19 -0.07 0.187
H 2.1520 -1.1656 0.1683 1.78 1.55 1.71 -0.012
H 1.7472 -1.7056 -1.4981 0.81 0.56 -2.74 -0.005
H 1.0079 -2.4547 -0.2016 -1.28 -1.57 1.09 -0.007
H -1.2892 -0.7816 1.1088 0.52 -3.83 1.49 0.128
H -2.1783 0.4500 1.0159 -1.76 1.21 0.15 0.157
H -0.8613 0.5802 -2.8232 -1.62 -1.01 1.68 0.035

106
Properties=species:S:1:pos:R:3:forces:R:3:lowdin_charge:R:1 method="wB97M-V/def2-TZVPD" orbital_gap_ha=0.25008 energy_ha=-4234.02517 lumo_energy_ha=0.0098 charge=0
Rb -1.5495 0.9718 0.2911 1.35 -0.23 -1.48 0.876
C 4.3248 -3.1666 2.8552 -0.02 0.00 -0.01 -0.400
S 2.9318 -3.2539 1.7195 0.00 0.06 -0.02 0.816
C 3.8735 -3.3524 0.1729 -0.06 -0.05 -0.04 -0.460
C 2.9862 -3.6958 -1.0269 0.04 -0.02 0.07 -0.235
C 2.3167 -2.5105 -1.7221 -0.07 -0.01 -0.05 -0.259
N 1.4017 -1.7124 -0.9060 -0.18 0.11 0.22 -0.472
P 1.6670 -0.0905 -0.3676 0.31 0.09 -0.22 0.985
C 3.4640 0.0858 0.0082 0.00 -0.19 0.07 -0.354
C 3.8112 0.0926 1.3613 -0.03 0.01 0.00 -0.124
C 5.1310 0.2754 1.7574 -0.04 -0.03 -0.05 -0.094
C 6.1245 0.4456 0.8024 -0.01 -0.02 -0.02 -0.083
C 5.7927 0.4509 -0.5473 -0.04 0.00 0.05 -0.080
C 4.4710 0.2828 -0.9386 0.00 0.04 0.00 -0.093
C 1.6374 0.9810 -1.8735 0.05 -0.05 -0.01 -0.375
C 1.2978 2.3101 -1.6160 0.02 -0.02 -0.06 -0.118
C 1.2170 3.2416 -2.6439 0.02 -0.06 0.00 -0.068
C 1.4749 2.8556 -3.9521 -0.01 -0.01 0.03 -0.078
C 1.8195 1.5372 -4.2234 0.00 -0.02 0.04 -0.074
C 1.9009 0.6091 -3.1927 -0.01 0.02 -0.03 -0.125
P -0.1957 -2.1637 -0.4085 0.15 0.02 -0.11 0.993
C -1.2548 -2.1029 -1.8972 0.15 0.14 -0.08 -0.306
C -2.5092 -2.5492 -1.8593 -0.16 -0.03 -0.02 -0.032
C -3.4197 -1.7808 -2.7848 0.07 0.05 -0.07 -0.235
C -2.9191 -1.8436 -4.2068 -0.13 -0.03 0.08 0.000
C -1.6579 -1.4522 -4.2919 0.11 -0.03 0.05 -0.001
C -1.1122 -1.0224 -2.9544 -0.08 0.02 0.05 -0.275
C -0.2210 -3.9652 -0.1093 0.04 -0.04 0.06 -0.382
C -0.2877 -4.9279 -1.1172 -0.03 -0.04 -0.01 -0.106
C -0.3155 -6.2761 -0.7988 0.00 0.00 0.01 -0.078
C -0.2891 -6.6770 0.5337 0.01 0.01 0.00 -0.079
C -0.2429 -5.7287 1.5446 0.00 0.02 -0.04 -0.076
C -0.2122 -4.3771 1.2232 -0.04 0.02 -0.04 -0.143
H 4.9398 -4.0631 2.7740 0.02 0.02 0.02 0.036
H 3.9197 -3.1040 3.8643 0.02 -0.01 0.00 0.033
H 4.9305 -2.2817 2.6590 0.01 -0.02 0.01 0.015
H 4.6111 -4.1445 0.3172 0.01 0.01 -0.05 0.077
H 4.4104 -2.4146 0.0114 0.02 0.01 0.00 0.065
H 2.2511 -4.4453 -0.7293 0.03 0.04 -0.04 0.083
H 3.6115 -4.1620 -1.7947 0.03 -0.04 0.05 0.116
H 1.7858 -2.8812 -2.6089 -0.01 0.01 0.02 0.115
H 3.1084 -1.8518 -2.0799 0.05 0.05 -0.05 0.091
H 3.0310 -0.0378 2.1045 0.04 0.02 -0.03 0.090
H 5.3820 0.2925 2.8114 -0.01 0.00 -0.02 0.107
H 7.1544 0.5877 1.1086 -0.04 0.00 -0.01 0.103
H 6.5619 0.6039 -1.2949 -0.03 -0.01 0.02 0.103
H 4.2239 0.3407 -1.9924 -0.01 -0.04 0.03 0.096
H 1.0842 2.6119 -0.5960 -0.03 0.02 -0.05 0.052
H 0.9300 4.2639 -2.4258 0.00 -0.03 0.01 0.102
H 1.3975 3.5742 -4.7589 0.01 -0.02 0.03 0.104
H 2.0210 1.2298 -5.2426 0.00 0.00 0.02 0.105
H 2.1566 -0.4177 -3.4299 0.00 0.02 0.00 0.095
H -2.9016 -3.2338 -1.1169 -0.01 0.08 -0.05 0.107
H -4.4750 -1.9999 -2.6540 -0.04 0.01 0.00 0.155
H -3.5556 -2.1280 -5.0358 0.04 0.04 0.08 0.115
H -1.0808 -1.3633 -5.2046 -0.05 0.03 0.08 0.114
H -0.1275 -0.5816 -3.0063 0.09 0.05 0.01 0.105
H -0.3297 -4.6178 -2.1555 0.01 -0.01 0.04 0.107
H -0.3646 -7.0169 -1.5880 0.01 0.02 0.02 0.104
H -0.3132 -7.7316 0.7807 0.00 0.03 -0.01 0.103
H -0.2312 -6.0386 2.5820 0.00 0.01 -0.02 0.107
H -0.1805 -3.6277 2.0085 0.01 -0.04 -0.04 0.089
Cl -8.1789 -0.7519 -1.0015 0.05 -0.01 0.02 0.654
C -6.7664 -0.0281 -0.2669 -0.02 0.00 0.00 -0.621
C -6.6513 1.3325 -0.2350 0.07 0.02 0.04 -0.185
C -5.5395 1.9389 0.3624 0.09 0.00 0.00 -0.642
I -5.4071 4.0219 0.3905 -0.01 -0.05 0.00 0.880
C -4.4850 1.2229 0.9519 -0.17 0.16 0.16 -0.517
O -3.4792 1.7737 1.5169 -1.19 0.13 0.61 -0.378
C -4.6096 -0.2311 0.8542 0.00 -0.05 0.05 -0.162
N -3.5700 -0.9601 1.3424 -0.19 0.14 -0.02 0.090
C -3.6479 -2.2659 1.3432 -0.03 0.05 0.03 -0.152
C -4.7671 -2.9666 0.8511 0.05 -0.05 -0.01 -0.066
C -5.8018 -2.2592 0.3109 -0.04 0.05 -0.01 -0.035
C -5.7544 -0.8447 0.2844 0.11 -0.11 0.00 -0.183
H -7.4343 1.9413 -0.6672 0.03 0.02 0.01 0.090
H -2.7920 -2.8033 1.7452 -0.02 0.01 -0.02 0.102
H -4.7891 -4.0491 0.8909 0.00 0.03 0.01 0.106
H -6.6703 -2.7636 -0.0915 0.00 0.00 0.00 0.087
N -0.4355 3.6731 0.9159 0.24 0.27 0.05 0.134
C 0.0024 4.7187 1.1570 -0.15 0.12 0.06 -0.251
N 0.4748 5.9223 1.4423 0.07 -0.26 -0.08 -0.094
C -0.3085 6.9116 2.1835 0.00 -0.10 -0.06 -0.104
C -0.4560 8.1571 1.3327 0.07 0.03 -0.07 -0.183
O 0.8136 8.6276 0.9035 -0.01 -0.02 -0.02 -0.125
C 1.4786 7.6699 0.0958 -0.10 0.08 0.02 -0.189
C 1.7411 6.4016 0.8813 -0.14 -0.07 0.10 -0.107
H 0.2127 7.1564 3.1118 0.03 -0.01 0.03 0.131
H -1.2806 6.4889 2.4255 -0.03 -0.04 0.01 0.137
H -0.9115 8.9590 1.9098 0.00 0.04 0.00 0.129
H -1.0880 7.9393 0.4630 0.00 0.01 -0.02 0.132
H 2.4145 8.1210 -0.2280 0.02 0.04 0.00 0.129
H 0.8696 7.4388 -0.7867 -0.02 0.01 -0.04 0.128
H 2.4329 6.6150 1.6990 0.03 -0.02 0.05 0.131
H 2.1723 5.6275 0.2502 0.00 -0.04 -0.02 0.130
N -1.5671 0.5438 3.1785 0.02 0.01 0.25 -0.066
C -1.6095 0.5434 4.5221 0.07 -0.02 -0.04 -0.103
C -0.5101 -0.1655 4.9606 0.02 -0.02 -0.06 -0.084
C 0.1395 -0.5622 3.7748 -0.05 0.03 0.03 -0.185
N -0.5102 -0.1327 2.6994 -0.09 0.07 0.30 -0.050
H -2.2848 0.9375 2.5442 -0.20 -0.11 0.53 0.030
H -2.4048 1.0364 5.0587 0.04 -0.03 -0.05 0.117
H -0.2244 -0.3668 5.9803 -0.01 0.01 -0.07 0.084
H 1.0473 -1.1400 3.6556 -0.08 0.04 -0.01 0.083
O -1.9556 0.0902 -2.5041 -0.12 -0.16 -0.05 -0.130
O -3.3171 -0.3718 -2.3462 0.08 -0.17 -0.13 -0.054